# C4H4O

An isolated molecule of C4H4O (wB97M-V/def2-TZVPD, the Open Molecules 2025 dataset).

```
9
Properties=species:S:1:pos:R:3:mulliken_charge:R:1
C -1.211 0.701 0.013 -0.37
C -1.071 -0.586 -0.015 -0.39
C 1.407 -0.085 0.366 0.00
C 0.184 0.214 -0.399 -0.11
O 2.500 -0.011 -0.099 -0.47
H -1.829 1.534 -0.058 0.36
H -1.321 -1.531 0.371 0.37
H 1.106 -0.438 1.345 0.32
H 0.236 0.201 -1.525 0.29
```

Summary:
Electronic energy ... -229.92664 Ha
HOMO energy ... -9.550 eV
Molecular weight ... 68.1 g mol⁻¹
Structure (SMILES) ... O=CC1C=C1
Largest force on an atom ... 3.6 eV/A
Energy above the lowest of the compared OMol25 structures with the same formula, charge and spin ... 63.6 kcal/mol